## one
2 unconnected molecules or ions with the total composition H5NS2, computed with ωB97M-V/def2-TZVPD.

```
! wB97M-V def2-TZVPD RIJCOSX def2/J DEFGRID3
* xyz 0 1
S -1.37066 0.79694 0.43045
S -1.08814 0.50776 2.58387
H -0.92214 -0.81170 2.72818
N 1.01112 -0.62900 -1.35778
H 1.00239 -1.39310 -1.99869
H -0.39212 1.72118 0.47037
H 0.09912 -0.29897 -1.20710
H 1.66044 0.10688 -1.64930
*
```

Output
Highest occupied orbital energy   -9.19 eV
LUMO level   -0.0079 hartree
Frontier orbital gap   8.977 eV

***

## two
2 unconnected molecules or ions with the total composition H5NS2, computed with ωB97M-V/def2-TZVPD.

```
! wB97M-V def2-TZVPD RIJCOSX def2/J DEFGRID3
* xyz 0 1
H -1.14362 -0.84139 -0.17244
H -0.87767 0.08797 3.18677
S -0.94302 -1.35930 1.01626
N 0.87261 0.16013 -1.34337
H 1.56573 0.65207 -0.78327
H 0.19457 0.87536 -1.58842
H 1.25833 -0.13416 -2.22518
S -0.92695 0.55933 1.90965
*
```

Output
Highest occupied orbital energy   -8.22 eV
LUMO level   0.0147 hartree
Frontier orbital gap   8.621 eV

***

Relative energies, hartree: one 0.0044; two 0.0000.

***

## one
2 unconnected molecules or ions with the total composition CHN3O2, computed with ωB97M-V/def2-TZVPD.

```
! wB97M-V def2-TZVPD RIJCOSX def2/J DEFGRID3
* xyz 0 1
O 0.02164 -1.51782 -0.51427
N -1.21308 0.55974 0.00854
H 0.27987 1.71715 0.55666
C 0.94643 -0.87722 -0.15961
O 2.04589 -0.54483 0.08800
N -0.06362 0.77983 0.42654
N -2.01714 -0.11685 -0.40586
*
```

Output
Highest occupied orbital energy   -10.94 eV
LUMO level   -0.0018 hartree
Frontier orbital gap   10.896 eV

***

## two
A single CHN3O2 molecule, computed with ωB97M-V/def2-TZVPD.

```
! wB97M-V def2-TZVPD RIJCOSX def2/J DEFGRID3
* xyz 0 1
C 1.07116 0.04717 -0.00102
H -1.76156 -0.95035 0.42044
O 2.24742 0.18757 -0.10722
N -1.00214 -0.50472 -0.21651
O 0.32734 -0.99436 -0.01030
N 0.11490 1.34919 -0.01761
N -0.99712 0.86550 -0.06778
*
```

Output
Highest occupied orbital energy   -10.59 eV
LUMO level   0.0093 hartree
Frontier orbital gap   10.843 eV

***

## three
A single CHN3O2 molecule, computed with ωB97M-V/def2-TZVPD.

```
! wB97M-V def2-TZVPD RIJCOSX def2/J DEFGRID3
* xyz 0 1
N -0.35625 1.21921 -0.05514
O -0.34898 -0.86137 -0.07261
C 0.41014 0.17938 -0.14629
H 2.01832 -0.72251 0.28699
O 1.68658 0.11024 -0.01182
N -1.68180 0.64190 0.02511
N -1.72801 -0.56684 -0.02625
*
```

Output
Highest occupied orbital energy   -11.27 eV
LUMO level   0.0045 hartree
Frontier orbital gap   11.389 eV

***

Relative energies, hartree: one 0.0000; two 0.0537; three 0.0452.

***

## one
A single C2H4S molecule, computed with ωB97M-V/def2-TZVPD.

```
! wB97M-V def2-TZVPD RIJCOSX def2/J DEFGRID3
* xyz 0 1
C -0.32165 0.59060 0.23567
H -1.24951 0.11984 0.40176
H 0.08057 0.71039 1.22442
S 1.27710 -0.63394 -1.58984
H 0.05337 -1.60086 0.47727
C 0.42549 -0.64297 -0.24918
H -0.26537 1.45693 -0.50011
*
```

Output
Highest occupied orbital energy   -8.68 eV
LUMO level   0.0036 hartree
Frontier orbital gap   8.776 eV

***

## two
A single C2H4S molecule, computed with ωB97M-V/def2-TZVPD.

```
! wB97M-V def2-TZVPD RIJCOSX def2/J DEFGRID3
* xyz 0 1
C -0.15483 -0.76157 -0.03564
H -0.24398 1.32161 -0.91000
H -0.28962 -1.19353 0.93840
H -0.60675 -1.14891 -0.88859
S 1.54608 -0.09761 -0.02415
C 0.02509 0.71330 0.01676
H -0.27599 1.16672 0.90323
*
```

Output
Highest occupied orbital energy   -8.81 eV
LUMO level   0.0405 hartree
Frontier orbital gap   9.908 eV

***

## three
A single C2H4S molecule, computed with ωB97M-V/def2-TZVPD.

```
! wB97M-V def2-TZVPD RIJCOSX def2/J DEFGRID3
* xyz 0 1
H 1.02295 1.28162 -0.81258
S -0.84456 -0.04376 -0.00912
C 0.68666 0.82804 0.00006
C 0.83525 -0.68422 -0.03753
H 1.36259 -1.30994 -0.78133
H 1.01228 1.12680 0.97779
H 0.98364 -1.26125 0.98682
*
```

Output
Highest occupied orbital energy   -8.83 eV
LUMO level   0.0398 hartree
Frontier orbital gap   9.912 eV

***

Relative energies, hartree: one 0.0181; two 0.0000; three 0.0155.

***

## one
A molecular structure, C4H8N3, computed with ωB97M-V/def2-TZVPD.

```
! wB97M-V def2-TZVPD RIJCOSX def2/J DEFGRID3
* xyz 1 1
H -0.93334 2.21177 -1.30112
N 0.41720 1.50239 0.56850
H -0.70217 -1.18686 -0.72436
N -1.34984 -0.07318 1.25050
H -1.84691 0.78575 -1.38645
H -0.37914 -1.79262 1.61517
C -0.96627 1.09384 0.70719
H 1.05487 0.71223 -1.39967
H 0.56986 -0.46833 2.07545
H 1.00687 -1.34278 -0.47719
C -0.13236 -0.79779 1.35863
H 1.08888 1.31906 1.32264
N 0.39684 0.72725 -0.58030
C 0.13876 -0.81188 -0.22972
C -1.01217 1.29161 -0.79695
*
```

Output
Highest occupied orbital energy   -14.62 eV
LUMO level   -0.1757 hartree
Frontier orbital gap   9.840 eV

***

## two
A gas-phase ion, C4H8N3 (charge +1), computed with ωB97M-V/def2-TZVPD.

```
! wB97M-V def2-TZVPD RIJCOSX def2/J DEFGRID3
* xyz 1 1
H -0.87642 -2.02814 -0.57181
H 1.89870 -0.38887 1.24474
H -0.91226 2.12307 0.15678
N -0.30823 -0.03070 -0.35885
N -1.19579 -1.04763 -0.31168
H 1.52317 1.19676 0.94192
H 1.41361 0.38952 -1.56444
N -2.25323 0.66810 0.40402
C 1.90212 0.32593 0.49043
C -2.28533 -0.63722 0.26552
H 2.98076 0.71884 0.35031
H 1.35799 -1.18705 -0.72610
H -3.25756 -1.06563 0.24549
C -1.08119 1.11800 0.07034
C 1.09365 -0.15499 -0.63665
*
```

Output
Highest occupied orbital energy   -15.65 eV
LUMO level   -0.1651 hartree
Frontier orbital gap   11.154 eV

***

Relative energies, hartree: one 0.1628; two 0.0000.